[1]
Formula: C2H2N3OS
Source: OMol25
Level of theory: wB97M-V/def2-TZVPD

Cartesian coordinates (Å):
S1 -2.600 -0.501 -0.277
O1 -0.447 -2.050 0.022
N1 -0.590 2.624 -0.057
N2 -0.315 0.189 0.301
N3 1.813 0.057 0.172
C1 -0.517 1.447 0.082
C2 -0.986 -0.972 0.051
H1 2.124 -0.831 0.480
H2 1.518 0.038 -0.774

- Frontier orbital gap (alpha / beta): 0.2257 / 0.2258 Ha
- Relative energy (zero: lowest compared OMol25 entry of this formula, charge and spin): 3.0483 eV
- Maximum force: 4.345 eV/Å
- Total charge: -1
- Calculated total energy: -715.05169 Ha

Here are the Löwdin charges for atoms 1 to 2, given in e: atom 1 (S): 0.50, atom 2 (O): -0.06

[2]
Formula: CH2N3O2P
Source: OMol25
Level of theory: wB97M-V/def2-TZVPD

Cartesian coordinates (Å):
P1 0.202 0.181 -1.147
O1 -1.855 1.519 -0.129
O2 -0.277 1.009 1.241
N1 -0.785 0.969 0.137
N2 1.655 0.136 -0.444
N3 -2.003 -2.490 0.569
C1 -1.247 -1.706 0.255
H1 2.596 -0.067 -0.984
H2 1.714 0.448 0.503

- Frontier orbital gap: 0.2875 Ha
- Relative energy (zero: lowest compared OMol25 entry of this formula, charge and spin): 2.5629 eV
- Maximum force: 5.241 eV/Å
- Total charge: 0
- Calculated total energy: -695.20902 Ha

Here are the Löwdin charges for atoms 1 to 2, given in e: atom 1 (P): 1.08, atom 2 (O): 0.01

[3]
Formula: C60H47F4NP2Pd
Source: OMol25
Level of theory: wB97M-V/def2-TZVPD

Cartesian coordinates (Å):
Pd1 -3.243 2.130 -3.796
P1 -4.752 0.584 -4.494
P2 -4.117 4.051 -3.003
F1 -1.160 3.319 2.348
F2 1.285 5.092 -1.313
F3 -1.510 3.730 -8.744
F4 -0.142 -0.784 -8.100
N1 -2.293 -0.856 2.973
C1 -3.739 4.932 1.479
C2 -3.360 5.598 -0.807
C3 -2.825 -2.968 -3.911
C4 -8.577 4.477 -3.969
C5 -3.618 -1.837 -3.719
C6 -1.171 -0.506 3.055
C7 -5.416 1.083 -6.106
C8 -7.827 -1.566 -2.836
C9 -6.329 3.955 -4.673
C10 1.882 -2.968 1.524
C11 -3.900 -0.990 -4.807
C12 -7.589 0.476 -1.560
C13 -1.253 0.861 -3.249
C14 -2.324 -3.266 -5.179
C15 -0.541 0.601 -6.200
C16 -1.170 1.982 -4.184
C17 0.879 -2.148 2.036
C18 -8.111 4.837 -2.704
C19 3.550 -1.302 2.076
C20 -0.499 0.446 -7.584
C21 -1.638 7.193 -5.244
C22 0.171 4.183 0.582
C23 -6.146 0.067 -3.462
C24 -5.095 2.327 -8.163
C25 -6.570 0.898 -2.413
C26 -7.172 1.152 -7.764
C27 -7.687 4.049 -4.959
C28 -0.663 3.173 1.058
C29 -3.888 4.371 -1.242
C30 -1.132 2.703 -7.903
C31 0.578 4.051 -0.747
C32 -8.214 -0.757 -1.765
C33 0.426 1.112 4.003
C34 -1.165 2.922 -6.526
C35 -5.863 4.285 -3.390
C36 1.195 -0.872 2.584
C37 -4.603 1.865 -6.946
C38 -6.712 0.731 -6.517
C39 -2.999 7.061 -5.523
C40 -1.794 5.453 -3.574
C41 -1.080 2.096 0.302
C42 0.238 2.966 -1.546
C43 -6.754 4.745 -2.406
C44 -0.777 1.481 -8.474
C45 -3.168 5.331 -3.853
C46 2.570 -0.477 2.608
C47 -3.776 6.140 -4.823
C48 -1.034 6.396 -4.266
C49 -6.376 1.959 -8.581
C50 -3.261 5.858 0.555
C51 -4.343 3.421 -0.309
C52 0.162 -0.071 3.148
C53 -4.288 3.723 1.049
C54 -3.435 -1.319 -6.089
C55 3.213 -2.535 1.507
C56 -0.640 1.963 -1.050
C57 -2.647 -2.454 -6.266
C58 -6.790 -1.166 -3.679
C59 -0.950 1.831 -5.651
C60 -1.024 0.833 -1.853
H1 -9.000 -1.089 -1.086
H2 3.987 -3.179 1.096
H3 -1.436 3.897 -6.120
H4 0.694 2.833 -2.528
H5 -1.675 -4.133 -5.317
H6 0.364 5.074 1.169
H7 -1.739 1.343 0.733
H8 -7.340 0.123 -5.868
H9 -3.056 6.355 -1.530
H10 -4.463 2.964 -8.785
H11 -8.044 3.794 -5.957
H12 -3.588 2.134 -6.629
H13 2.842 0.479 3.058
H14 -8.802 5.192 -1.941
H15 -9.643 4.535 -4.189
H16 0.104 0.897 5.038
H17 -4.668 3.009 1.780
H18 -1.258 -0.116 -1.347
H19 -0.803 2.938 -3.813
H20 -5.624 3.600 -5.434
H21 -1.336 4.815 -2.810
H22 -7.894 1.111 -0.726
H23 0.023 6.510 -4.025
H24 -2.271 -2.693 -7.260
H25 -3.464 7.685 -6.283
H26 -0.162 -2.492 2.050
H27 -6.751 2.300 -9.547
H28 1.618 -3.950 1.134
H29 -0.309 -0.234 -5.541
H30 -8.327 -2.518 -3.009
H31 -4.020 -1.603 -2.729
H32 -2.592 -3.616 -3.066
H33 -8.163 0.848 -8.101
H34 -1.039 7.925 -5.787
H35 1.479 1.402 4.030
H36 -0.165 1.964 3.640
H37 -6.086 1.871 -2.277
H38 -3.682 5.152 2.545
H39 -6.473 -1.816 -4.497
H40 -3.690 -0.688 -6.941
H41 -6.372 5.031 -1.426
H42 -0.732 1.345 -9.552
H43 -1.508 -0.097 -3.717
H44 -4.846 6.050 -5.003
H45 -4.743 2.465 -0.656
H46 4.588 -0.979 2.105
H47 -2.817 6.794 0.894

- Frontier orbital gap: 0.0835 Ha
- Maximum force: 1.928 eV/Å
- Total charge: 0
- Calculated total energy: -3579.29256 Ha

Here are the Löwdin charges for atoms 1 to 2, given in e: atom 1 (Pd): 0.40, atom 2 (P): 0.97

[4]
Formula: C16H27N2O7
Source: OMol25
Level of theory: wB97M-V/def2-TZVPD

Cartesian coordinates (Å):
O1 -1.232 -1.113 -2.352
O2 -0.860 2.166 -1.349
O3 1.593 -1.411 -2.358
O4 0.749 3.513 -0.393
O5 0.992 -0.785 1.881
O6 2.001 0.817 3.205
O7 -2.263 -2.991 -1.594
N1 0.896 1.556 1.444
N2 0.146 1.359 0.454
C1 1.363 -2.554 -1.927
C2 1.261 0.368 2.159
C3 0.083 2.496 -0.441
C4 0.055 -3.037 -1.655
C5 -1.138 3.168 -2.388
C6 1.048 -0.720 4.854
C7 -2.200 2.564 -3.298
C8 0.112 3.433 -3.208
C9 -1.136 -2.249 -1.914
C10 3.194 -1.274 3.634
C11 3.129 0.527 5.324
C12 2.508 -3.513 -1.664
C13 -3.448 -2.192 -1.673
C14 2.329 -0.185 4.238
C15 -1.698 4.425 -1.747
C16 -4.685 -3.059 -1.614
H1 -1.869 1.614 -3.737
H2 3.458 -2.000 4.411
H3 -2.423 3.278 -4.109
H4 -4.727 -3.741 -2.468
H5 0.492 0.115 5.295
H6 4.110 -0.818 3.240
H7 4.060 0.959 4.936
H8 -1.945 5.154 -2.527
H9 3.239 -3.425 -2.472
H10 2.650 -1.759 2.822
H11 0.453 2.488 -3.645
H12 1.298 -1.435 5.645
H13 -2.610 4.163 -1.198
H14 2.184 -4.555 -1.602
H15 -3.410 -1.481 -0.830
H16 -3.420 -1.628 -2.616
H17 0.437 -1.198 4.085
H18 3.386 -0.206 6.104
H19 -4.722 -3.670 -0.709
H20 0.892 3.839 -2.563
H21 3.024 -3.239 -0.734
H22 -5.558 -2.401 -1.640
H23 2.559 1.341 5.791
H24 -0.137 -4.037 -1.276
H25 -0.125 4.135 -4.017
H26 -3.130 2.358 -2.751
H27 -0.964 4.840 -1.054

- Frontier orbital gap: 0.1579 Ha
- Maximum force: 2.782 eV/Å
- Total charge: -1
- Calculated total energy: -1262.06928 Ha

Here are the Löwdin charges for atoms 1 to 2, given in e: atom 1 (O): 0.02, atom 2 (O): 0.06

Repeat the fourth record exactly.
Formula: C16H27N2O7
Source: OMol25
Level of theory: wB97M-V/def2-TZVPD

Cartesian coordinates (Å):
O1 -1.232 -1.113 -2.352
O2 -0.860 2.166 -1.349
O3 1.593 -1.411 -2.358
O4 0.749 3.513 -0.393
O5 0.992 -0.785 1.881
O6 2.001 0.817 3.205
O7 -2.263 -2.991 -1.594
N1 0.896 1.556 1.444
N2 0.146 1.359 0.454
C1 1.363 -2.554 -1.927
C2 1.261 0.368 2.159
C3 0.083 2.496 -0.441
C4 0.055 -3.037 -1.655
C5 -1.138 3.168 -2.388
C6 1.048 -0.720 4.854
C7 -2.200 2.564 -3.298
C8 0.112 3.433 -3.208
C9 -1.136 -2.249 -1.914
C10 3.194 -1.274 3.634
C11 3.129 0.527 5.324
C12 2.508 -3.513 -1.664
C13 -3.448 -2.192 -1.673
C14 2.329 -0.185 4.238
C15 -1.698 4.425 -1.747
C16 -4.685 -3.059 -1.614
H1 -1.869 1.614 -3.737
H2 3.458 -2.000 4.411
H3 -2.423 3.278 -4.109
H4 -4.727 -3.741 -2.468
H5 0.492 0.115 5.295
H6 4.110 -0.818 3.240
H7 4.060 0.959 4.936
H8 -1.945 5.154 -2.527
H9 3.239 -3.425 -2.472
H10 2.650 -1.759 2.822
H11 0.453 2.488 -3.645
H12 1.298 -1.435 5.645
H13 -2.610 4.163 -1.198
H14 2.184 -4.555 -1.602
H15 -3.410 -1.481 -0.830
H16 -3.420 -1.628 -2.616
H17 0.437 -1.198 4.085
H18 3.386 -0.206 6.104
H19 -4.722 -3.670 -0.709
H20 0.892 3.839 -2.563
H21 3.024 -3.239 -0.734
H22 -5.558 -2.401 -1.640
H23 2.559 1.341 5.791
H24 -0.137 -4.037 -1.276
H25 -0.125 4.135 -4.017
H26 -3.130 2.358 -2.751
H27 -0.964 4.840 -1.054

- Frontier orbital gap: 0.1579 Ha
- Maximum force: 2.782 eV/Å
- Total charge: -1
- Calculated total energy: -1262.06928 Ha

Here are the Löwdin charges for atoms 1 to 2, given in e: atom 1 (O): 0.02, atom 2 (O): 0.06